The following is a quantum chemistry calculation of a molecular structure, C29H33Br4N5 in a non-equilibrium geometry, from the OMol25 dataset.

Cartesian coordinates (Å):
1 Br 0.5133 -0.8948 3.7364
2 C 1.2754 0.7799 2.9480
3 C 2.7060 0.9322 3.3134
4 Br 3.5965 2.3102 2.1660
5 H 0.8381 1.6911 3.3560
6 H 1.0879 0.6859 1.8783
7 H 3.2542 -0.0093 3.2777
8 H 2.8270 1.1980 4.3635
9 Br -2.9240 -0.0188 -2.4569
10 C -1.0452 -0.6089 -1.9946
11 C -0.7366 -1.9639 -2.6535
12 Br 1.1276 -2.2271 -3.0580
13 H -0.8164 -0.6547 -0.9299
14 H -0.4324 0.1490 -2.4825
15 H -1.3172 -2.0381 -3.5730
16 H -0.9933 -2.7337 -1.9259
17 N 3.4924 -5.1033 -0.4820
18 C 2.3663 -4.7477 -1.0077
19 C 2.1243 -3.4931 -1.5071
20 C 3.1482 -2.5278 -1.6246
21 C 4.4021 -2.9270 -1.1704
22 C 4.4881 -4.1811 -0.5664
23 H 1.5656 -5.4721 -1.0334
24 H 1.1530 -3.1607 -1.8426
25 H 2.9039 -1.5787 -2.0785
26 H 5.1237 -2.1236 -1.1570
27 H 5.4464 -4.5035 -0.1870
28 N -1.8550 4.1779 -4.1454
29 C -1.0660 4.6011 -3.0984
30 C -0.0977 3.6764 -2.4950
31 C -0.0305 2.3185 -2.9508
32 C -1.0153 1.9378 -3.8657
33 C -1.9577 2.8312 -4.3727
34 H -1.1374 5.6093 -2.7181
35 H 0.5116 4.0641 -1.6920
36 H 0.6152 1.5607 -2.5322
37 H -1.0467 0.9378 -4.2725
38 H -2.7246 2.5705 -5.0870
39 N -0.4208 3.0044 0.8265
40 C -0.6788 2.2078 1.9196
41 C -1.6507 1.2729 1.9955
42 C -2.3633 1.1005 0.7935
43 C -2.1080 1.8027 -0.4150
44 C -1.0907 2.6900 -0.2884
45 H -0.1460 2.5472 2.7955
46 H -1.8372 0.7176 2.9029
47 H -3.0551 0.2720 0.7568
48 H -2.7002 1.5435 -1.2803
49 H -0.8498 3.3145 -1.1360
50 N -2.7430 -0.5232 5.1468
51 C -1.6823 -0.0648 4.4992
52 C -1.5021 -0.3478 3.1593
53 C -2.4822 -0.9525 2.4249
54 C -3.6333 -1.2721 3.0084
55 C -3.7711 -1.0524 4.4090
56 H -0.8622 0.3012 5.0991
57 H -0.5703 -0.1761 2.6410
58 H -2.2035 -1.2716 1.4315
59 H -4.4588 -1.8050 2.5602
60 H -4.7723 -1.1876 4.7907
61 N 0.4341 -1.3156 0.8152
62 C 0.0319 -0.0441 0.7173
63 C 0.4026 0.8744 -0.2197
64 C 1.2927 0.4479 -1.2310
65 C 1.7440 -0.8992 -1.2216
66 C 1.2846 -1.6962 -0.1994
67 H -0.5824 0.3067 1.5334
68 H 0.0437 1.8910 -0.2850
69 H 1.6079 1.1790 -1.9608
70 H 2.3851 -1.2037 -2.0356
71 H 1.5671 -2.7250 -0.0319

Cartesian forces (eV/Å) of the 6 atoms listed first:
11.108 -3.501 3.404
0.896 0.069 1.099
1.396 -0.932 0.483
-0.560 -0.761 0.640
-0.096 -1.273 0.373
0.839 0.379 0.887

Output
M: 771.23 g/mol
HOMO: -0.280 Ha

These are the Mulliken partial charges, in e, on atoms 1 to 5: -0.193, 0.541, -0.971, -0.207, 0.161